# 1
9
Properties=species:S:1:pos:R:3 method="wB97M-V/def2-TZVPD" lumo_energy_ev="-1.72 / -2.92" de_lowest_ev=2.9239 homo_lumo_gap_ev="8.28 / 6.36" homo_energy_ev="-10.0 / -9.3"
Br -1.83758 -2.39846 0.57211
Cl -0.17646 2.47432 0.53680
Cl -2.61395 0.88582 0.11176
C -0.97042 0.91911 0.04963
C -0.12026 0.01637 -0.03572
C 1.18180 -0.45680 -0.27038
H 1.82342 0.36913 -0.64612
H 1.65484 -0.60723 0.70099
H 1.05861 -1.20225 -1.01908

***

# 2
14
Properties=species:S:1:pos:R:3 method="wB97M-V/def2-TZVPD" lumo_energy_ev="-0.45 / -0.64" de_lowest_ev=7.1232 homo_lumo_gap_ev="6.99 / 6.52" homo_energy_ev="-7.4 / -7.2"
Cl -3.17416 1.35980 0.24361
N 0.25490 -0.16825 -0.44673
N 2.54362 2.35718 0.22216
N 1.37674 0.48858 -0.27786
C 1.83461 1.61699 -0.50675
C -1.06676 -0.00931 -0.18744
C -1.85073 -1.28859 -0.16289
C -1.52381 1.26390 0.07549
H -1.16579 -2.06779 -0.04340
H 2.85690 3.25558 -0.17211
H 2.53171 2.21773 1.24427
H -2.38060 -1.40238 -1.18283
H 0.44282 -1.12995 -0.54896
H -2.64400 -1.31399 0.55254

***

# 3
35
Properties=species:S:1:pos:R:3 method="wB97M-V/def2-TZVPD" smiles="CC(C)c1nnc(NC(=O)Cc2ccccc2[N+](=O)[O-])s1" lumo_energy_ev=-0.25 de_lowest_ev=4.4199 homo_lumo_gap_ev=8.95 homo_energy_ev=-9.2
S -2.53004 1.39736 0.00417
O 1.86951 3.52444 -0.56755
O 1.40872 -2.98697 -1.43697
O 0.47775 -1.12393 -1.91562
N -1.33058 -0.77452 0.59020
N 1.24482 -1.79903 -1.25852
N 0.01440 2.38650 -0.08066
N -0.36016 0.11521 0.44614
C 2.01409 -1.18478 -0.20491
C 3.04767 0.63420 0.94590
C 2.28916 0.18604 -0.13096
C -3.75702 -1.12318 0.49118
C 1.30067 2.46043 -0.57240
C -4.39213 -1.22736 -0.89766
C 2.47412 -2.05298 0.78298
C 3.49552 -0.22707 1.93007
C 1.88003 1.19629 -1.16776
C -2.51236 -0.31788 0.40709
C -4.73037 -0.50727 1.49633
C -0.77333 1.29075 0.13136
C 3.20693 -1.58027 1.85085
H 2.23225 -3.10131 0.69636
H 3.54838 -2.25980 2.61578
H -5.02680 0.48944 1.17451
H -4.69096 -0.24237 -1.25170
H -5.27195 -1.86412 -0.85641
H -3.68615 -1.65349 -1.60647
H 1.14973 0.77166 -1.85528
H -5.62120 -1.12480 1.57548
H -4.27076 -0.43386 2.47946
H -3.46123 -2.12124 0.82907
H -0.39415 3.28733 0.14162
H 3.28369 1.68640 1.00607
H 2.76986 1.50053 -1.72705
H 4.06997 0.15843 2.75870

***

# 4
29
Properties=species:S:1:pos:R:3 method="wB97M-V/def2-TZVPD" total_charge=+1 lumo_energy_ev=-4.39 de_lowest_ev=0.5670 homo_lumo_gap_ev=7.06 homo_energy_ev=-11.5
Pt 0.45612 -0.38533 -0.82110
Cl -0.76892 1.15614 -1.95967
Cl -4.22278 -1.88092 0.81782
S -1.44780 -1.52860 -0.65826
O 1.15880 -1.41781 0.85930
O 2.80969 -0.17562 -0.67470
C -4.41897 1.88994 -0.47758
C -3.19863 2.06921 -1.12390
C 3.63823 0.60420 -1.54598
C -3.83198 -0.37164 0.09675
C 3.44300 -0.63871 0.50290
C 0.67821 -0.63687 1.97330
C -2.59403 -0.23324 -0.53434
C 2.53697 -1.78389 0.93514
C -4.73057 0.68655 0.12289
C -2.33278 1.00379 -1.12663
H 0.81947 -1.21289 2.88706
H 2.63414 -2.58343 0.20344
H -0.38060 -0.47400 1.79657
H 4.47057 -0.00436 -1.90313
H 4.42402 -1.07148 0.28385
H -2.94103 3.00583 -1.59685
H 2.78455 -2.17918 1.92032
H 3.57734 0.18839 1.20634
H 3.02347 0.91437 -2.38567
H 1.19951 0.31810 2.04415
H 4.02174 1.48334 -1.02285
H -5.67954 0.55374 0.62300
H -5.12819 2.70437 -0.44219

***

# 5
13
Properties=species:S:1:pos:R:3 method="wB97M-V/def2-TZVPD" smiles="O=C(Cl)Cn1nnc[n+]1I" total_charge=+1 lumo_energy_ev=-6.31 homo_lumo_gap_ev=8.48 homo_energy_ev=-14.8
I -1.85310 -2.24098 -0.96932
Cl -0.97019 3.22133 1.76061
O 0.79529 1.42257 2.16407
N 2.01701 -0.49718 -1.26751
N -0.09320 -1.19203 -0.90884
N 0.22070 -0.06931 -0.23531
N 1.40732 0.33379 -0.44308
C 1.09008 -1.45063 -1.54699
C -0.18074 1.64199 1.56595
C -0.79916 0.53825 0.63525
H 1.19593 -2.33728 -2.18606
H -1.13286 -0.25979 1.33994
H -1.69707 0.88927 0.09130

***

# 6
91
Properties=species:S:1:pos:R:3 method="wB97M-V/def2-TZVPD" total_charge=-1 lumo_energy_ev="1.61 / 1.62" de_lowest_ev=0.0000 homo_lumo_gap_ev="5.85 / 5.85" homo_energy_ev="-4.2 / -4.2"
Ce -15.60329 -4.95779 -8.55556
S -18.53789 -5.22200 -6.83079
S -15.82009 -6.00379 -11.60105
P -17.58280 -5.06852 -11.51402
P -19.27909 -4.87093 -8.71942
F -13.68124 -1.51188 -7.41708
F -14.71577 0.20452 -6.59048
F -15.32830 -0.56326 -8.54464
O -15.90096 -7.19514 -8.62253
O -15.97771 -3.00274 -7.32736
O -14.60184 -3.43903 -9.87999
O -16.48415 -1.58685 -5.67539
N -13.28058 -4.49033 -7.64274
N -14.93144 -6.21967 -6.38175
C -13.25301 -3.23324 -11.84059
C -17.92571 -5.07013 -9.80486
C -17.76951 -0.84030 -13.31265
C -16.57778 -9.45287 -8.71867
C -12.30047 -3.84488 -8.21831
C -17.56263 -3.42777 -12.23288
C -16.23086 -8.27123 -8.02198
C -20.66363 -7.42162 -14.04596
C -19.85433 -0.75717 -8.63555
C -16.53734 -10.72521 -6.65547
C -22.66388 -7.80951 -9.54044
C -14.87614 -0.87801 -7.25684
C -16.39266 -9.58633 -5.91404
C -21.28833 -5.95502 -10.29752
C -13.40989 -3.42110 -10.43152
C -15.89604 -1.88229 -6.69723
C -20.10541 -3.21686 -8.82691
C -22.07116 -7.73581 -8.26305
C -16.10784 -8.36283 -6.58347
C -10.97009 -3.70139 -10.27633
C -13.00463 -4.83765 -6.24214
C -21.45763 -2.99014 -9.07681
C -19.84737 -5.30986 -13.14387
C -21.22536 -0.54490 -8.82655
C -12.20951 -3.58061 -9.63771
C -17.92538 -1.91715 -14.11588
C -10.90763 -3.67986 -11.67092
C -19.32748 -2.04259 -8.57374
C -22.17149 -6.98649 -10.54796
C -20.84206 -6.07748 -13.79926
C -14.17864 -5.38785 -5.50328
C -19.45032 -8.05068 -13.69922
C -18.74200 -5.96785 -12.62861
C -21.05814 -6.80155 -8.01716
C -20.65799 -5.93118 -9.05793
C -17.35499 -1.02629 -11.95582
C -21.98952 -1.67262 -9.19705
C -15.51774 -7.29057 -5.88508
C -17.16110 -2.31963 -11.49600
C -17.82146 -3.22554 -13.60214
C -12.00714 -3.41058 -12.45632
C -16.63413 -10.69630 -8.08198
C -18.48506 -7.34223 -13.03609
H -11.37655 -3.55659 -7.65757
H -12.65307 -3.94656 -5.70275
H -18.23980 -2.08493 -8.41731
H -19.17369 0.11460 -8.50854
H -16.56190 -11.64676 -6.09051
H -23.50033 -8.51873 -9.72836
H -21.81760 -5.63006 -13.98019
H -16.38554 -9.65258 -4.81780
H -10.06647 -3.89888 -9.67872
H -19.99589 -4.21940 -13.10021
H -14.81968 -4.56262 -5.05216
H -17.97366 -4.10524 -14.23134
H -16.76338 -9.42341 -9.82074
H -17.19497 -0.19980 -11.27040
H -23.04232 -1.54734 -9.44454
H -14.15060 -2.95245 -12.40931
H -12.15352 -5.56166 -6.17570
H -22.28405 -8.46310 -7.49296
H -13.76581 -5.97761 -4.66163
H -22.62258 -7.10399 -11.51679
H -21.11810 -5.16122 -11.00713
H -16.81967 -11.56318 -8.71256
H -12.05771 -3.47235 -13.54692
H -21.59753 0.47847 -8.76271
H -21.47483 -8.02575 -14.51880
H -19.22594 -9.03840 -14.06809
H -9.94081 -3.88207 -12.18495
H -15.55809 -7.35345 -4.78340
H -22.23187 -3.74574 -9.10514
H -17.45531 -7.76850 -12.99747
H -20.53119 -6.87371 -7.12052
H -16.59273 -2.52570 -10.59759
H -17.96706 0.19033 -13.56174
H -18.12741 -1.78855 -15.17912

***

# 7
39
Properties=species:S:1:pos:R:3 method="wB97M-V/def2-TZVPD" lumo_energy_ev=-2.67 de_lowest_ev=2.3094 homo_lumo_gap_ev=5.04 homo_energy_ev=-7.7
S -2.49365 -0.62102 -1.79199
F -1.75306 -0.10780 -4.30923
F -3.87484 -0.62293 -4.03424
F -3.14582 1.37085 -3.46137
O 3.28656 -0.48339 -1.70700
O -1.78088 4.12063 -0.01636
O -2.04649 -1.98515 -1.95546
O 3.25368 1.72333 -1.07117
O -3.65271 -0.27663 -1.00870
O 0.32004 4.71004 0.14275
N -0.55240 3.86536 -0.12834
N 2.62856 0.50763 -1.42526
N -0.36130 -2.43757 0.79905
N 0.46466 -1.61306 1.37567
N 2.32047 2.69760 -0.74086
C 0.20934 -0.15034 -1.47545
C -0.22704 2.53420 -0.59212
C -1.08597 0.34805 -1.25937
C -2.83760 0.05744 -3.52081
C -1.56915 -2.77049 1.06941
C 1.26298 0.73911 -1.29351
C -1.30594 1.65822 -0.79854
C 1.87805 -1.96659 1.46004
C 1.11611 2.06619 -0.86608
C 0.05227 -0.52588 2.26557
C 2.46707 -1.01329 2.50450
C 1.34468 -0.06996 2.95240
H -2.01444 -2.70691 2.08097
H -0.39932 0.29460 1.67391
H -0.71658 -0.86708 2.98297
H 3.30655 -0.46768 2.06116
H 1.56941 0.95891 2.64833
H -2.15573 -3.22135 0.26133
H -2.32621 1.99444 -0.59610
H 2.35526 -1.85540 0.46868
H 0.41374 -1.16282 -1.82063
H 1.21504 -0.08490 4.03873
H 2.84611 -1.60751 3.34227
H 1.98854 -3.02885 1.74485

***

# 8
57
Properties=species:S:1:pos:R:3 method="wB97M-V/def2-TZVPD" smiles="Cc1ccc(NC(=O)N2CCN(C)CC2)cc1NC(=O)N1CCN(C)CC1" lumo_energy_ev=0.67 de_lowest_ev=0.1214 homo_lumo_gap_ev=8.65 homo_energy_ev=-8.0
O 1.11008 0.31312 0.84564
O -3.15098 0.24786 -2.70931
N 3.29558 -0.27597 0.95181
N 1.67901 -1.87712 0.52408
N -3.92964 2.29733 0.77573
N -2.82243 -1.42333 -1.22160
N -2.32201 0.79671 -0.67349
N 5.27397 1.01182 -0.64037
C 0.38814 -2.38417 0.32474
C -2.24566 0.54640 0.75155
C 4.87011 -0.35368 -0.91437
C -2.77238 -0.08180 -1.59880
C -1.84623 -2.16054 -0.55392
C -4.77599 3.16709 1.55481
C 3.66835 1.10630 1.18546
C -1.19094 -4.17056 0.57148
C -0.56174 -1.65914 -0.37961
C 4.39570 -1.02158 0.38076
C 0.07329 -3.65514 0.79172
C -2.17023 -3.44154 -0.08210
C -2.26458 2.19559 -1.02380
C 1.96547 -0.54682 0.75504
C -3.54528 -4.00227 -0.28998
C 4.15013 1.76231 -0.10692
C -2.81346 1.75002 1.51947
C 5.84659 1.64981 -1.80521
C -3.47878 2.93882 -0.45071
H 4.47383 1.11871 1.92518
H 2.79660 1.63161 1.57540
H -3.72583 -4.20564 -1.34695
H -2.25013 2.27664 -2.11101
H -2.02440 2.50117 1.69682
H -1.20575 0.37727 1.05403
H -3.40581 -1.96085 -1.84993
H -1.33290 2.60263 -0.61852
H 6.17159 2.65312 -1.53479
H -4.30219 -3.29662 0.05010
H 0.81301 -4.23767 1.32213
H 4.47950 2.78216 0.10170
H -5.61607 3.48379 0.93772
H 5.13636 1.72418 -2.64346
H -1.42602 -5.16132 0.93303
H 5.73012 -0.89940 -1.30976
H -3.20587 3.99604 -0.28198
H -5.16192 2.61902 2.41331
H 4.11633 -2.05279 0.16881
H 6.71412 1.07887 -2.13332
H -3.17095 1.40994 2.49336
H 3.31065 1.80411 -0.82390
H 2.34644 -2.55509 0.85934
H -4.30870 2.90727 -1.16249
H -3.66367 -4.93347 0.25782
H 4.05413 -0.39778 -1.66053
H 5.21701 -1.01611 1.10505
H -4.25130 4.06707 1.91705
H -2.83271 -0.34439 0.98037
H -0.30154 -0.70196 -0.79667

***

Let's list E in order: -3610.3645, -780.2535, -1346.6244, -1976.9183, -1167.8998, -4323.4313, -1887.1083, -1221.0646 a.u..
Let's list molecular weight in order: 189.9, 131.6, 306.3, 463.3, 273.4, 965.9, 411.3, 374.5 Da.